Density functional theory data (ωB97M-V with the def2-TZVPD basis set) for C19H23F3GaO5PS3 as an isolated structure.

Results
net charge: -1
F_max: 0.7 eV/A
E_HOMO (alpha / beta): -1.836 / -5.818 eV
gap between HOMO and LUMO (alpha / beta): 4.64 / 8.61 eV
spin multiplicity: 2

Geometry as XYZ:
```
55
Properties=species:S:1:pos:R:3:forces:R:3:lowdin_charge:R:1
Ga 0.8719 -0.1483 0.8891 -0.3 0.3 -0.2 0.176
C 3.3987 -3.9999 4.4477 0.0 0.0 0.1 -0.083
C 3.0022 -4.6594 3.1481 0.0 0.0 -0.1 -0.302
O 1.7539 -4.1086 2.6815 0.0 0.0 0.1 -0.322
P 1.7487 -3.0994 1.4514 0.2 0.1 -0.1 -0.083
S -0.0403 -2.1940 1.4420 -0.4 -0.3 -0.1 0.529
S 3.1810 -1.7791 1.3995 0.5 0.0 0.2 0.388
O 1.8637 -4.1539 0.2537 -0.1 0.0 -0.1 -0.322
C 1.8627 -3.6612 -1.1103 0.2 0.1 0.1 -0.288
C 0.5516 -3.9884 -1.7813 0.0 0.0 -0.1 -0.079
H 4.3164 -4.4532 4.8302 0.0 0.0 0.0 0.075
H 2.6145 -4.1282 5.1939 0.0 0.0 0.0 0.078
H 3.5696 -2.9351 4.3016 0.0 0.0 0.0 0.062
H 2.8269 -5.7285 3.2765 0.0 0.0 0.0 0.115
H 3.7716 -4.5308 2.3832 0.0 0.0 0.0 0.094
H 2.7018 -4.1562 -1.6014 0.0 0.0 0.0 0.117
H 2.0732 -2.5878 -1.1187 -0.1 -0.1 0.0 0.066
H 0.3215 -5.0498 -1.6810 0.0 0.0 0.0 0.075
H 0.6223 -3.7503 -2.8442 0.0 0.0 0.0 0.078
H -0.2673 -3.4126 -1.3532 0.0 0.0 0.0 0.058
C 2.6032 2.4692 -1.7809 0.1 0.2 0.0 -0.061
O 2.1100 1.7725 -0.6372 -0.1 -0.4 0.0 -0.122
C 1.8859 0.4184 -0.7477 0.2 0.3 -0.2 -0.492
O 2.1776 -0.1882 -1.7502 0.0 -0.1 0.0 0.008
H 1.9270 3.3027 -1.9715 0.1 0.0 0.0 0.069
H 2.6544 1.8163 -2.6496 0.0 0.0 0.0 0.082
H 3.5995 2.8508 -1.5507 0.0 0.0 0.0 0.088
O -0.8646 0.4762 0.2465 -0.1 0.0 0.6 -0.552
S -1.4328 0.8988 -1.1572 0.4 -0.4 -0.4 1.022
C -3.1052 0.7374 -0.9982 -0.3 0.2 0.1 -0.448
C -3.8299 0.1248 -2.0595 0.1 0.0 0.0 -0.135
C -5.1980 0.1189 -2.0536 -0.1 0.0 0.1 -0.137
C -5.9238 0.7342 -1.0094 0.0 -0.1 -0.1 -0.137
C -5.2177 1.3235 0.0379 0.1 0.0 0.1 -0.131
C -3.8382 1.3280 0.0763 0.0 -0.1 -0.1 -0.097
C -1.0047 2.6270 -1.1171 -0.1 0.2 0.0 -0.369
C -1.0487 3.3886 0.0470 0.1 0.1 0.0 -0.066
C -0.8283 4.7577 -0.0269 0.0 -0.1 0.1 -0.079
C -0.5420 5.3657 -1.2401 0.0 0.0 -0.1 -0.105
C -0.4774 4.5960 -2.3983 0.0 0.0 0.0 -0.113
C -0.7191 3.2351 -2.3378 -0.1 -0.1 0.0 -0.113
H -3.2853 -0.3347 -2.8764 0.0 0.0 0.0 0.093
H -5.7257 -0.3703 -2.8642 0.0 0.0 0.0 0.087
H -7.0051 0.7308 -1.0136 0.0 0.0 0.0 0.075
H -5.7608 1.7754 0.8611 0.0 0.0 0.0 0.092
H -3.3122 1.7377 0.9261 0.0 0.0 0.0 0.092
H -1.1955 2.9013 0.9997 0.0 0.0 0.0 0.095
H -0.8597 5.3481 0.8805 0.0 0.0 0.0 0.101
H -0.3603 6.4322 -1.2870 0.0 0.0 0.0 0.092
H -0.2364 5.0559 -3.3490 0.0 0.0 0.0 0.098
H -0.6884 2.6280 -3.2360 0.0 0.0 0.0 0.108
F 2.3214 1.5825 2.6733 0.0 0.0 0.0 0.042
C 1.1421 0.9048 2.6091 0.0 0.1 0.2 -0.585
F 0.1785 1.8543 2.8199 0.0 0.0 0.0 0.040
F 1.1159 0.1250 3.7270 0.0 0.1 0.0 0.028
```
Positions in Å, forces in eV/Å.